Computed, not measured: 11 unconnected molecules or ions with the total composition C44H82N2O11, with ωB97M-V with the def2-TZVPD basis set.

- E_HOMO: -7.87 eV
- E: -2662.73410 a.u.
- SMILES: c1cc[nH]c1.c1cc[nH]c1.CCOC(C)=O.CCOC(C)=O.C1CCOC1.C1CCOC1.C1CCOC1.C1CCOC1.C1CCOC1.C1CCOC1.C1CCOC1
- Net charge: 0

Positions of all 139 atoms, in Å:
1 O 0.39 0.25 1.11
2 O 3.86 0.70 -0.38
3 O 2.79 -6.54 4.62
4 O -1.60 -3.12 -4.14
5 O -0.30 3.56 2.56
6 O 1.68 -5.49 2.94
7 O 5.71 1.95 -0.94
8 O -2.39 3.38 -1.96
9 O -3.83 1.65 2.48
10 O 2.47 -3.92 -3.01
11 O 1.77 0.88 -4.81
12 N -1.04 1.91 4.73
13 N -4.79 0.46 -0.13
14 C 0.30 -0.03 -1.20
15 C -1.62 2.13 5.91
16 C 4.35 1.71 -0.81
17 C 6.59 0.85 -0.49
18 C 1.14 3.34 2.74
19 C -1.12 0.40 -0.77
20 C -0.81 -4.04 -3.39
21 C -4.55 1.48 3.78
22 C 3.53 2.89 -1.30
23 C -0.61 4.94 2.95
24 C -0.09 -0.46 -5.22
25 C 2.46 -7.62 2.50
26 C -1.00 0.52 4.49
27 C 0.65 5.74 2.60
28 C -4.68 1.03 -1.39
29 C -2.53 -2.49 -3.30
30 C 2.29 -4.47 -0.71
31 C -3.88 3.85 3.46
32 C 7.95 1.49 -0.46
33 C 2.42 -5.37 -2.95
34 C -3.81 3.09 2.13
35 C -5.46 -0.74 -0.24
36 C -5.68 -0.98 -1.55
37 C 1.90 -5.66 -1.59
38 C -5.20 0.13 -2.31
39 C -4.86 2.94 4.24
40 C -1.61 4.28 -1.21
41 C 1.04 -3.16 2.81
42 C 2.80 -3.42 -1.72
43 C 2.28 -6.52 3.47
44 C 1.11 -1.39 -5.02
45 C -1.60 3.27 -3.19
46 C -2.01 0.95 6.49
47 C -0.18 3.91 -1.34
48 C -1.57 -0.08 5.61
49 C -0.99 0.54 0.76
50 C -0.15 3.62 -2.84
51 C -2.46 -3.12 -1.96
52 C 2.28 -0.46 -4.64
53 C -0.99 -3.55 -1.92
54 C 0.92 -0.60 0.11
55 C 1.72 -4.26 3.67
56 C 1.78 4.71 3.01
57 C 0.63 0.78 -5.64
58 H 3.02 -7.32 1.61
59 H 2.31 -2.50 -1.49
60 H -3.54 -2.60 -3.70
61 H -4.17 4.89 3.31
62 H -3.04 -4.06 -1.93
63 H 8.67 0.76 -0.06
64 H -1.94 4.29 -0.17
65 H -4.20 1.97 -1.44
66 H 0.01 -3.43 2.50
67 H -2.81 -2.42 -1.22
68 H 1.26 2.72 3.60
69 H 2.59 -0.59 -3.61
70 H 2.20 -6.63 -1.14
71 H 0.87 -2.32 3.47
72 H -5.12 0.24 -3.37
73 H 6.51 0.03 -1.21
74 H -0.84 5.06 4.00
75 H -2.46 0.85 7.48
76 H -0.31 -2.71 -1.83
77 H -1.25 1.56 1.09
78 H -6.23 -1.84 -1.94
79 H 3.77 3.01 -2.36
80 H 0.12 1.76 -5.52
81 H 2.22 4.95 3.96
82 H 3.04 -4.70 0.05
83 H 3.85 -3.24 -1.62
84 H 2.01 -0.51 0.09
85 H 2.76 -4.01 3.86
86 H -5.45 0.89 3.60
87 H -1.41 1.40 -1.13
88 H 0.35 4.81 -1.09
89 H 0.68 6.65 3.24
90 H -3.84 0.96 4.38
91 H 1.81 -5.70 -3.81
92 H 1.33 -1.76 -6.00
93 H -1.54 5.15 2.43
94 H 0.50 -0.71 -2.04
95 H -2.01 3.84 -4.01
96 H -0.64 -0.28 -4.28
97 H -2.92 3.25 1.52
98 H 0.61 5.98 1.53
99 H -1.58 -1.15 5.76
100 H -1.58 2.19 -3.48
101 H 3.84 3.82 -0.85
102 H 1.10 -4.39 4.56
103 H -1.20 -5.06 -3.50
104 H -1.93 -0.28 -0.98
105 H -5.88 3.27 4.06
106 H 8.30 1.73 -1.48
107 H 0.24 -3.99 -3.74
108 H 0.53 2.86 -3.13
109 H 0.56 -1.62 0.24
110 H 0.15 3.13 -0.65
111 H 0.79 -5.70 -1.67
112 H 1.45 -7.87 2.15
113 H -4.76 3.17 5.31
114 H -2.32 -1.43 -3.22
115 H 1.48 2.72 1.89
116 H 0.96 -2.18 -4.28
117 H 1.56 -2.93 1.88
118 H -1.68 -0.15 1.27
119 H -0.86 2.55 3.98
120 H -0.83 -0.75 -5.98
121 H -4.51 0.89 0.74
122 H -1.71 5.33 -1.55
123 H 0.95 0.70 -6.69
124 H 3.46 -5.67 -3.05
125 H -5.70 -1.36 0.60
126 H 0.90 0.85 -1.49
127 H 2.55 4.90 2.24
128 H 3.11 -0.59 -5.30
129 H -0.84 -4.32 -1.16
130 H 2.92 -8.48 2.96
131 H 2.42 2.78 -1.31
132 H -1.70 3.14 6.27
133 H 1.41 -4.25 -0.09
134 H -4.68 3.22 1.52
135 H -0.48 0.22 3.61
136 H 7.98 2.40 0.11
137 H 6.24 0.44 0.48
138 H -2.94 3.78 3.96
139 H 0.09 4.54 -3.40

---

Computed, not measured: a molecular structure, C23H49IrN2OP3S, with ωB97M-V with the def2-TZVPD basis set.

- Energy above the lowest of the compared OMol25 structures with the same formula, charge and spin: 0.0 kcal per mole
- E_HOMO (alpha / beta): -17.95 / -19.05 eV
- E: -2615.47333 a.u.
- Multiplicity: 6
- Net charge: +4

Positions of all 80 atoms, in Å:
1 Ir -0.75 -1.33 0.52
2 S -1.42 1.10 -3.57
3 P -0.03 -3.33 0.91
4 P -0.58 -0.22 2.35
5 P 1.19 -0.44 -0.19
6 O -0.81 4.03 -1.33
7 N -1.59 5.60 -2.82
8 N -0.19 6.17 -1.04
9 C -2.01 -3.22 -2.19
10 C -1.34 1.40 2.01
11 C -1.85 -0.59 -3.14
12 C -4.94 -3.99 -1.04
13 C -2.25 4.65 -3.66
14 C 1.18 1.38 -0.09
15 C 1.52 -0.82 -1.91
16 C 1.06 -3.69 2.30
17 C -0.17 7.55 -1.39
18 C -1.27 8.00 -2.35
19 C 0.55 5.69 0.10
20 C -1.42 -1.67 -3.97
21 C 2.66 -1.02 0.72
22 C -1.67 6.92 -3.34
23 C -1.46 -0.95 3.73
24 C -0.87 5.21 -1.71
25 C 0.85 -4.11 -0.48
26 C -2.55 -0.83 -1.94
27 C -1.40 -4.49 1.21
28 C 0.96 0.24 3.22
29 C -2.57 -2.15 -1.46
30 C -4.95 -3.58 0.26
31 C -1.53 -3.00 -3.50
32 H 1.63 0.86 2.62
33 H 0.48 -3.75 3.23
34 H 1.10 6.54 0.49
35 H 1.52 -4.67 2.11
36 H 1.87 -2.98 2.47
37 H 2.56 -0.55 -2.11
38 H -1.96 -4.23 -1.72
39 H 2.66 -0.65 1.75
40 H -3.16 -2.41 -0.57
41 H 0.80 7.80 -1.84
42 H -2.16 8.31 -1.80
43 H -0.11 5.30 0.89
44 H -1.04 7.05 -4.24
45 H -2.32 -1.51 3.39
46 H -4.56 -2.63 0.71
47 H 1.22 4.88 -0.21
48 H 0.24 1.82 -0.46
49 H -0.23 8.15 -0.48
50 H -1.27 1.72 0.96
51 H -0.78 -1.62 4.27
52 H 0.85 -0.22 -2.54
53 H 2.71 -2.12 0.72
54 H -2.93 0.03 -1.38
55 H -2.23 -4.36 0.52
56 H -0.99 -5.51 1.08
57 H 1.51 -0.66 3.54
58 H -1.30 -3.86 -4.13
59 H 0.64 0.82 4.10
60 H -1.77 4.61 -4.65
61 H 1.40 1.73 0.93
62 H -4.52 -3.44 -1.91
63 H 0.33 -4.01 -1.43
64 H 1.36 -1.89 -2.10
65 H -1.78 -0.12 4.39
66 H 0.92 -5.18 -0.26
67 H -0.92 8.90 -2.90
68 H -2.17 3.70 -3.16
69 H -0.29 0.73 -4.29
70 H -2.70 7.06 -3.72
71 H -3.32 4.88 -3.78
72 H -2.40 1.30 2.26
73 H -1.78 -4.38 2.23
74 H -0.87 2.17 2.64
75 H -5.60 -4.18 0.96
76 H 1.86 -3.73 -0.60
77 H -1.08 -1.42 -5.01
78 H -5.52 -4.90 -1.30
79 H 2.00 1.68 -0.76
80 H 3.52 -0.61 0.18

---

Computed, not measured: 9 unconnected molecules or ions with the total composition H18O9, with ωB97M-V with the def2-TZVPD basis set.

- Energy above the lowest of the compared OMol25 structures with the same formula, charge and spin: 109.4 kcal per mole
- E_HOMO: -10.49 eV
- E: -687.85151 a.u.
- SMILES: O.O.O.O.O.O.O.O.O
- Net charge: 0

Positions of all 27 atoms, in Å:
1 O 0.03 -4.29 -0.23
2 O 4.19 0.94 -1.07
3 O -0.80 1.36 -0.25
4 O 0.81 1.14 2.13
5 O 2.61 -2.54 -0.82
6 O 0.62 4.82 -0.71
7 O -4.33 -1.10 -1.49
8 O 0.93 -1.31 1.96
9 O -4.11 0.77 0.56
10 H -4.93 -0.31 -1.56
11 H 4.11 0.75 -2.07
12 H 4.45 1.84 -0.93
13 H -3.60 -0.65 -1.07
14 H 0.04 -1.61 2.19
15 H 0.93 -1.20 1.02
16 H -0.14 -3.60 0.32
17 H 1.20 4.06 -0.73
18 H 3.59 -2.59 -0.80
19 H 0.28 -5.10 0.29
20 H -0.06 1.14 -0.76
21 H 0.45 1.90 2.59
22 H -1.41 0.63 -0.28
23 H -3.21 0.66 0.58
24 H -4.26 1.62 0.16
25 H 0.44 1.03 1.18
26 H 2.34 -1.68 -1.02
27 H 0.14 4.87 0.18

---

Computed, not measured: C16H22ClN3O2S2 in the gas phase, with ωB97M-V with the def2-TZVPD basis set.

- E_HOMO: -8.63 eV
- E: -2194.10282 a.u.
- SMILES: O=S(=O)(N[C@H]1[C@H]2CCCC[C@]1(C1=NCCN1)CC2)c1ccc(Cl)s1
- Net charge: 0

Positions of all 46 atoms, in Å:
1 Cl 2.66 -4.97 -4.90
2 S 0.70 -2.76 -4.43
3 S 0.09 -0.10 -2.83
4 O 0.73 1.10 -3.27
5 O -1.30 -0.30 -3.26
6 N 1.33 2.23 0.38
7 N 0.16 0.03 -1.18
8 N 0.86 2.49 2.57
9 C -2.28 0.07 -0.26
10 C -1.75 1.13 1.90
11 C -0.86 0.66 -0.28
12 C 1.86 3.57 2.27
13 C 2.95 -3.09 -3.07
14 C 0.63 1.79 1.38
15 C 2.29 -1.80 -2.65
16 C -0.44 0.73 1.23
17 C -0.45 -1.93 1.25
18 C 2.29 3.28 0.80
19 C -2.90 0.84 0.98
20 C 2.12 -3.59 -4.00
21 C -2.42 -1.41 -0.21
22 C -1.95 -2.04 1.15
23 C 1.08 -1.51 -3.28
24 C 0.03 -0.58 1.82
25 H -2.69 0.38 -1.24
26 H -3.29 1.81 0.69
27 H -1.98 0.61 2.88
28 H -0.04 -2.64 1.88
29 H -2.44 -1.52 1.99
30 H 3.90 -3.49 -2.73
31 H 3.33 2.86 0.75
32 H 1.47 4.58 2.33
33 H 2.25 4.19 0.23
34 H -0.20 -0.72 2.90
35 H 0.11 -1.93 0.32
36 H -2.20 -3.07 1.33
37 H -1.90 -1.83 -1.05
38 H 1.10 -0.55 1.70
39 H 2.69 3.44 2.98
40 H -0.85 1.64 -0.63
41 H 0.50 2.19 3.53
42 H 1.00 0.60 -1.08
43 H -3.67 0.22 1.26
44 H -3.48 -1.61 -0.37
45 H 2.74 -1.20 -1.79
46 H -1.76 2.20 2.02

---

Computed, not measured: a molecular structure, C24H36NO26PS, with ωB97M-V with the def2-TZVPD basis set.

- E_HOMO: -9.84 eV
- E: -3686.77278 a.u.
- Net charge: 0

Positions of all 89 atoms, in Å:
1 S -0.23 5.41 -0.43
2 P 0.78 8.05 -0.46
3 O -0.86 5.95 0.75
4 O -1.61 -0.53 -0.14
5 O 1.42 8.21 1.01
6 O -1.08 -0.16 -5.74
7 O -4.76 1.93 -1.73
8 O -6.19 -4.30 -1.49
9 O -5.19 -5.77 -0.16
10 O 4.01 0.38 1.93
11 O -5.18 -3.59 0.39
12 O -4.20 0.69 0.08
13 O 10.33 -0.95 -0.69
14 O -1.09 -1.61 1.75
15 O -1.65 -1.70 -4.21
16 O -3.76 -6.20 3.01
17 O -2.63 -5.05 4.55
18 O 1.06 6.42 -0.77
19 O 9.06 0.86 -0.24
20 O -3.22 2.67 -0.30
21 O 3.55 1.23 3.97
22 O 8.26 -1.19 0.16
23 O 0.51 -1.36 -4.74
24 O -3.81 -6.87 5.16
25 O 0.62 4.10 -0.03
26 O 1.92 8.65 -1.45
27 O 5.64 1.25 3.20
28 O -1.78 -2.74 -0.07
29 N 1.09 1.38 0.04
30 C 1.16 -0.65 -5.80
31 C -3.32 -4.99 2.36
32 C 7.67 1.03 0.07
33 C 4.36 0.90 2.93
34 C 0.92 1.41 2.48
35 C -0.82 -1.13 -4.84
36 C -6.16 -5.53 -2.22
37 C 0.04 3.31 1.02
38 C 5.65 2.06 4.38
39 C 4.37 1.63 5.07
40 C 7.33 -0.27 0.75
41 C -3.17 3.56 -1.42
42 C -4.50 3.29 -2.09
43 C -5.91 -6.55 -1.12
44 C 0.17 0.45 -6.11
45 C -2.22 -4.52 3.28
46 C -4.07 1.66 -0.58
47 C -2.39 -2.34 -1.31
48 C 9.32 -0.48 -0.30
49 C -1.46 -1.62 0.62
50 C -3.44 -6.12 4.32
51 C -5.49 -4.47 -0.35
52 C -1.84 -0.94 -1.49
53 C 0.73 1.98 1.10
54 H -5.31 3.92 -1.70
55 H -5.33 -7.40 -1.45
56 H 1.31 -1.34 -6.63
57 H -0.04 1.10 2.90
58 H -2.13 -3.44 3.32
59 H -3.48 -2.35 -1.18
60 H 7.12 1.17 -0.87
61 H 1.36 2.14 3.16
62 H -5.35 -5.49 -2.95
63 H 7.50 -0.24 1.83
64 H 1.53 0.49 0.27
65 H -1.01 3.11 0.78
66 H 2.13 -0.28 -5.46
67 H 1.57 0.54 2.46
68 H -6.84 -6.90 -0.66
69 H -1.25 -4.95 3.03
70 H -0.89 -0.93 -2.03
71 H 4.52 0.77 5.72
72 H 2.27 7.77 1.14
73 H 6.30 -0.59 0.57
74 H -3.06 4.58 -1.08
75 H 7.52 1.90 0.70
76 H -2.32 3.29 -2.05
77 H 0.06 3.82 1.99
78 H -4.15 -4.30 2.31
79 H 0.32 1.34 -5.50
80 H 0.16 0.73 -7.16
81 H 5.64 3.11 4.09
82 H -7.10 -5.68 -2.74
83 H -2.97 -5.21 1.36
84 H 3.89 2.43 5.63
85 H -2.12 -3.01 -2.11
86 H 6.54 1.86 4.97
87 H -2.54 -0.27 -1.99
88 H 2.69 8.09 -1.58
89 H -4.47 3.40 -3.18

---

Computed, not measured: 2 unconnected molecules or ions with the total composition C36H31F5N3O, with ωB97M-V with the def2-TZVPD basis set.

- E_HOMO: -10.43 eV
- E: -2128.97189 a.u.
- Net charge: +1

Positions of all 76 atoms, in Å:
1 F 2.82 -5.62 -0.48
2 F 3.84 -3.59 -2.06
3 F 3.76 -3.05 3.40
4 F 2.80 -5.34 2.25
5 F 4.90 -1.10 1.81
6 O 3.32 1.76 -0.31
7 N 5.47 0.57 -1.86
8 N 4.95 -1.36 -0.98
9 N -0.72 1.18 -0.78
10 C -3.27 1.53 -0.86
11 C -3.33 -0.60 -2.21
12 C 4.38 -2.22 1.25
13 C 0.13 -1.12 4.02
14 C 1.31 0.16 0.73
15 C 0.66 -0.71 1.69
16 C -3.52 0.03 -0.97
17 C -4.29 -2.06 -0.03
18 C -0.07 -2.91 2.39
19 C -1.88 1.86 -0.25
20 C 3.84 -3.21 2.06
21 C -4.08 -2.70 -1.26
22 C -0.12 3.43 -0.93
23 C -4.41 2.25 -0.12
24 C -3.61 -1.96 -2.35
25 C 0.16 2.04 -1.53
26 C -5.58 2.57 -0.83
27 C -6.56 3.51 1.18
28 C 3.88 -3.51 -0.70
29 C 4.40 -2.37 -0.13
30 C -1.57 3.36 -0.42
31 C -5.40 3.18 1.89
32 C 0.35 -2.05 1.37
33 C 0.50 -0.24 3.02
34 C 6.43 -0.33 -2.27
35 C -4.01 -0.69 0.12
36 C 3.35 0.52 -0.49
37 C 5.50 1.98 -2.21
38 C -4.33 2.56 1.24
39 C 4.54 -0.08 -1.12
40 C 6.10 -1.53 -1.74
41 C 2.24 -0.35 -0.13
42 C -0.17 -2.46 3.71
43 C -6.65 3.20 -0.18
44 C 3.35 -4.53 0.09
45 C 3.34 -4.37 1.47
46 H -5.32 3.40 2.95
47 H 2.21 -1.36 -0.52
48 H -3.47 -2.43 -3.32
49 H 0.70 0.81 3.21
50 H -5.65 2.31 -1.89
51 H -3.43 2.30 1.81
52 H 4.76 2.52 -1.61
53 H 1.29 1.22 0.95
54 H 1.21 1.76 -1.43
55 H -2.96 -0.01 -3.06
56 H 7.26 -0.03 -2.89
57 H -2.25 3.81 -1.16
58 H 0.54 3.58 -0.08
59 H -0.47 -3.15 4.50
60 H -1.89 1.55 0.80
61 H -3.25 1.93 -1.88
62 H 0.41 -2.38 0.33
63 H 6.51 2.38 -2.01
64 H -7.55 3.45 -0.74
65 H -4.30 -3.76 -1.37
66 H -4.68 -2.61 0.82
67 H 0.06 -0.77 5.05
68 H -0.33 -3.94 2.13
69 H 0.05 4.22 -1.67
70 H -0.09 2.02 -2.61
71 H -1.71 3.86 0.53
72 H -0.76 0.20 -1.01
73 H 5.29 2.11 -3.29
74 H 6.59 -2.49 -1.81
75 H -4.17 -0.18 1.07
76 H -7.39 4.01 1.69

---

Q: What is the net charge in the third record?
A: 0